(1)
{"formula": "C20H61N7O12", "method": "the ωB97M-V functional and the def2-TZVPD basis", "species": ["C", "O", "C", "C", "N", "C", "C", "O", "C", "H", "H", "H", "H", "H", "H", "H", "H", "H", "H", "H", "H", "H", "H", "H", "C", "O", "C", "C", "N", "C", "C", "O", "C", "H", "H", "H", "H", "H", "H", "H", "H", "H", "H", "H", "H", "H", "H", "H", "C", "O", "C", "C", "N", "C", "C", "O", "C", "H", "H", "H", "H", "H", "H", "H", "H", "H", "H", "H", "H", "H", "H", "H", "N", "C", "N", "O", "H", "H", "H", "H", "N", "C", "N", "O", "H", "H", "H", "H", "O", "H", "H", "O", "H", "H", "O", "H", "H", "O", "H", "H"], "positions_angstrom": [[9.5754, 9.7000, 20.7570], [8.1596, 9.8409, 20.4336], [7.7313, 11.1348, 20.5648], [7.8346, 11.9393, 19.2906], [6.6930, 11.5379, 18.4191], [6.6669, 12.1623, 17.1092], [7.7105, 11.5186, 16.1753], [7.5506, 10.1027, 15.9297], [7.5018, 9.6754, 14.5838], [9.6529, 9.6488, 21.8431], [10.1702, 10.5568, 20.4405], [10.0804, 8.7603, 20.5332], [8.2234, 11.5912, 21.4236], [6.7002, 11.0013, 20.8919], [8.7956, 11.6601, 18.8586], [7.9250, 12.9991, 19.5286], [6.9889, 10.5738, 18.3648], [6.8010, 13.2440, 17.1124], [5.6653, 12.0727, 16.6886], [8.7265, 11.7695, 16.4801], [7.6449, 12.0630, 15.2333], [8.4750, 9.7978, 14.1085], [6.8903, 10.3260, 13.9585], [7.0716, 8.6748, 14.5417], [13.0285, 11.7190, 8.7363], [11.8342, 11.2861, 9.2799], [11.6090, 9.8566, 9.2606], [10.4476, 9.4320, 8.2388], [10.5077, 7.9236, 7.9050], [10.3331, 7.0673, 9.1082], [8.8270, 7.1159, 9.5421], [7.9678, 6.8636, 8.3732], [7.6766, 5.5344, 7.9420], [13.8061, 11.6119, 9.4926], [12.8372, 12.7420, 8.4123], [13.2233, 11.2189, 7.7876], [11.1508, 9.5502, 10.2009], [12.5225, 9.2697, 9.1644], [10.5862, 9.9667, 7.2992], [9.4586, 9.6640, 8.6338], [9.6581, 7.6961, 7.4085], [10.9811, 7.3747, 9.9291], [10.5929, 6.0281, 8.9063], [8.5803, 8.1091, 9.9173], [8.5117, 6.3255, 10.2233], [7.2560, 5.0014, 8.7948], [8.4549, 5.0835, 7.3264], [6.8175, 5.6493, 7.2810], [9.9142, 8.9426, 17.6522], [11.0631, 9.2255, 16.9300], [12.0640, 10.0018, 17.6273], [12.9881, 10.4999, 16.5883], [12.4028, 11.2615, 15.4146], [13.5183, 11.9399, 14.7066], [13.8477, 13.2793, 15.3894], [15.0338, 13.3819, 16.1842], [16.1094, 13.9911, 15.5079], [10.0867, 8.1764, 18.4080], [9.1078, 8.5376, 17.0408], [9.3313, 9.7508, 18.0940], [12.5981, 9.3263, 18.2955], [11.5480, 10.8103, 18.1452], [13.3504, 9.5822, 16.1249], [13.8543, 11.0367, 16.9752], [12.0675, 10.4440, 14.9254], [13.1807, 12.1534, 13.6924], [14.3738, 11.2727, 14.6012], [13.0922, 13.5835, 16.1139], [13.8695, 14.0779, 14.6479], [16.4077, 13.5060, 14.5785], [16.9959, 14.1467, 16.1228], [15.8584, 15.0042, 15.1936], [8.7022, 12.0401, 9.3581], [7.9924, 11.6026, 10.3623], [7.0666, 10.8134, 9.8692], [8.0723, 11.9350, 11.5452], [8.4307, 11.7621, 8.4258], [9.3303, 12.8138, 9.5222], [6.4035, 10.3674, 10.4868], [7.1027, 10.5717, 8.8892], [13.3677, 9.5737, 12.4276], [13.9937, 8.4671, 12.1660], [13.2318, 7.4675, 12.1799], [15.1893, 8.3437, 11.8320], [13.8544, 10.4551, 12.3477], [12.4087, 9.5457, 12.7431], [13.7824, 6.6400, 12.0006], [12.5370, 7.4750, 12.9129], [11.5319, 12.7979, 11.6522], [11.8020, 13.6610, 11.3386], [11.6095, 12.2292, 10.8862], [10.2547, 10.5863, 12.5781], [10.8597, 11.3195, 12.4659], [9.3932, 10.9536, 12.3804], [11.3073, 8.4824, 14.4546], [10.9353, 8.7003, 15.3091], [10.7300, 8.9134, 13.8244], [10.2593, 13.0147, 14.4710], [10.0550, 12.7726, 13.5678], [10.7453, 12.2658, 14.8162]], "forces_ev_per_a": [[-0.67, 0.17, 1.35], [2.61, -2.56, -0.68], [-1.04, 0.94, 1.17], [-0.27, 0.17, 0.15], [1.07, 0.92, 1.58], [0.44, -1.45, -0.66], [-0.31, 0.74, -1.43], [-0.42, 0.59, 0.94], [0.01, 1.07, -0.18], [-0.17, 0.53, 0.41], [-0.05, -0.07, -0.36], [-0.72, -0.01, -1.07], [0.33, 0.43, -0.02], [-0.33, 0.53, -0.30], [0.33, 0.11, -0.33], [-0.55, 0.16, -0.22], [-0.98, -0.66, -0.91], [0.51, 0.01, 0.47], [-0.09, -0.45, -0.09], [0.16, -0.45, 0.43], [-0.10, -0.11, -0.38], [0.34, -0.67, 0.10], [-0.54, 0.19, 0.14], [0.40, -0.03, 0.10], [0.13, 0.36, -0.86], [-1.79, -1.52, 0.59], [-2.11, -0.39, -0.26], [1.49, -1.50, -0.27], [0.52, 1.03, 1.31], [-1.12, 0.43, 0.21], [-0.01, -1.41, -1.42], [0.53, 1.16, 0.04], [-0.79, 1.21, 0.34], [0.49, 0.16, -0.43], [0.44, 0.33, 0.45], [0.49, -0.44, 0.15], [0.48, 0.51, 0.49], [0.09, 0.20, -0.46], [-0.03, -0.03, -0.08], [0.18, 0.31, 0.27], [-0.09, 0.32, -0.65], [-0.03, 0.10, 0.02], [0.09, 0.04, -0.38], [-0.27, -0.14, -0.04], [0.51, 0.19, 0.66], [0.66, -0.74, 0.02], [0.30, -0.33, 0.61], [0.01, 0.11, -0.17], [-1.60, -1.09, 0.62], [0.17, 0.72, 0.07], [-1.46, -0.03, -0.30], [0.88, 0.20, -1.59], [0.59, -0.50, 1.68], [-0.83, -0.07, 0.26], [0.19, 0.67, 0.51], [0.68, -0.53, -0.30], [0.11, 0.72, -0.49], [0.24, 0.08, 0.27], [0.53, -0.25, -0.75], [0.85, 0.68, 0.23], [0.04, 0.20, 0.35], [0.04, 0.03, 0.32], [0.67, -0.21, 0.07], [-0.18, 0.06, 0.31], [-0.18, 0.33, -1.08], [-0.16, 0.11, 0.00], [0.42, 0.10, 0.20], [-0.54, -0.47, -0.32], [0.03, 0.03, -0.22], [0.01, -0.57, 0.03], [-0.23, -0.62, 0.40], [-0.42, 0.32, -0.01], [2.78, 2.08, -1.56], [-0.84, 0.78, 1.58], [-2.76, -2.66, -0.07], [0.35, -0.18, 0.03], [0.57, 0.57, 0.21], [0.04, -0.31, -0.31], [0.18, 0.00, -0.28], [-0.47, -0.28, 0.50], [-0.87, 4.10, 0.73], [5.68, 2.10, -1.63], [-3.59, -6.09, 0.31], [-0.47, 0.93, 0.13], [-0.17, -0.29, 0.23], [0.25, 0.29, -0.13], [-0.53, -0.38, 0.36], [-0.30, -0.59, -0.03], [0.08, 0.34, 0.39], [0.06, 0.30, 0.20], [0.05, -0.58, -0.92], [0.60, -1.21, 0.37], [0.19, 0.38, -0.01], [-0.73, 0.40, -0.28], [0.39, -0.49, -1.08], [0.06, 0.09, 0.87], [-0.46, 0.33, -0.41], [-0.44, 0.65, -0.03], [-0.15, 0.15, -0.21], [0.55, -0.40, 0.47]], "total_energy_ev": -56725.7575, "smiles": "COCCNCCOC.COCCNCCOC.COCCNCCOC.NC(N)=O.NC(N)=O.O.O.O.O", "spin_multiplicity": 1, "gap_ev": 8.69}

(2)
{"formula": "C20H62BF4N5O8", "method": "the ωB97M-V functional and the def2-TZVPD basis", "species": ["O", "H", "H", "H", "B", "F", "F", "F", "F", "C", "C", "C", "O", "C", "N", "H", "H", "H", "H", "H", "H", "H", "H", "H", "H", "H", "C", "C", "C", "O", "C", "N", "H", "H", "H", "H", "H", "H", "H", "H", "H", "H", "H", "C", "C", "C", "O", "C", "N", "H", "H", "H", "H", "H", "H", "H", "H", "H", "H", "H", "C", "C", "C", "O", "C", "N", "H", "H", "H", "H", "H", "H", "H", "H", "H", "H", "H", "C", "C", "C", "O", "C", "N", "H", "H", "H", "H", "H", "H", "H", "H", "H", "H", "H", "O", "H", "H", "O", "H", "H"], "positions_angstrom": [[-5.7262, 10.2803, 3.1657], [-5.8266, 10.4393, 4.1071], [-6.5935, 10.1076, 2.7921], [-5.3577, 11.0756, 2.7742], [-7.8629, 14.3760, 0.1085], [-7.1656, 15.0038, 1.1532], [-8.2087, 15.2190, -0.9270], [-7.0859, 13.3695, -0.4224], [-8.9544, 13.9105, 0.7343], [-3.3418, 13.8540, -6.3373], [-4.4101, 13.2621, -5.4366], [-4.2501, 11.7191, -5.3591], [-4.2919, 11.1290, -6.6764], [-4.1614, 9.7010, -6.6700], [-4.2753, 13.7272, -4.0599], [-3.2896, 13.2720, -7.2575], [-2.3857, 13.7171, -5.8320], [-3.4601, 14.9285, -6.4766], [-5.3992, 13.4385, -5.8594], [-5.1271, 11.3344, -4.8386], [-3.2628, 11.4630, -4.9747], [-5.0417, 9.2407, -6.2214], [-3.2908, 9.4195, -6.0777], [-3.9148, 9.2244, -7.6188], [-4.8003, 13.1130, -3.4539], [-4.5975, 14.6789, -3.9569], [-5.0069, 17.6388, 5.4208], [-6.2766, 18.4243, 5.8060], [-6.0488, 19.6329, 6.7277], [-5.1941, 19.1690, 7.8220], [-5.7655, 18.9448, 9.0750], [-6.7686, 18.7200, 4.4998], [-5.2672, 16.6959, 4.9397], [-4.2438, 17.4211, 6.1681], [-4.5132, 18.2778, 4.6887], [-6.9645, 17.6945, 6.2330], [-7.0220, 19.9142, 7.1299], [-5.6382, 20.5304, 6.2651], [-5.6614, 19.7980, 9.7453], [-5.2999, 18.1000, 9.5826], [-6.8350, 18.7490, 9.1516], [-7.0994, 17.8710, 4.0642], [-5.9666, 18.9546, 3.9325], [-14.4419, 16.4560, -2.5506], [-14.3151, 15.3168, -1.5980], [-13.7249, 14.1104, -2.3184], [-14.2658, 14.0915, -3.6431], [-13.7304, 13.0620, -4.4249], [-13.3843, 15.7260, -0.5386], [-15.1329, 17.1611, -2.0887], [-14.8636, 16.3043, -3.5443], [-13.4333, 16.8206, -2.7448], [-15.2845, 15.0855, -1.1564], [-14.1783, 13.3087, -1.7355], [-12.6435, 14.1998, -2.4214], [-13.5410, 12.1648, -3.8356], [-12.6834, 13.2895, -4.6255], [-14.2143, 12.9238, -5.3918], [-13.4727, 15.1517, 0.2875], [-12.4253, 15.6124, -0.8342], [-12.8798, 13.2621, 4.8514], [-12.2226, 14.4644, 5.4290], [-12.3763, 14.5761, 6.8953], [-13.7510, 14.2877, 7.2945], [-13.8354, 14.1464, 8.7070], [-10.8400, 14.6632, 5.0468], [-12.3931, 12.9831, 3.9168], [-13.9362, 13.4027, 4.6224], [-12.7391, 12.3843, 5.4821], [-12.8612, 15.2003, 4.9405], [-12.0141, 15.5440, 7.2419], [-11.7749, 13.8118, 7.3875], [-14.8507, 13.8942, 9.0131], [-13.5019, 15.0995, 9.1176], [-13.1470, 13.3764, 9.0553], [-10.7964, 14.2638, 4.1201], [-10.7256, 15.6532, 4.8824], [-8.0575, 6.7830, 0.2010], [-8.2756, 7.9478, -0.7374], [-9.3094, 7.7710, -1.7739], [-9.1618, 8.8526, -2.6170], [-9.4841, 8.5795, -3.9119], [-8.6734, 9.0172, 0.1270], [-8.9152, 6.5199, 0.8201], [-7.1339, 6.7726, 0.7798], [-7.8535, 5.9384, -0.4570], [-7.2853, 8.3110, -1.0121], [-10.3147, 7.8402, -1.3585], [-9.2372, 6.8104, -2.2840], [-10.5162, 8.2388, -3.9938], [-8.7982, 7.8188, -4.2846], [-9.4098, 9.5064, -4.4806], [-8.9347, 9.7914, -0.4666], [-9.4854, 8.8131, 0.6919], [-3.8012, 13.1379, 1.8607], [-4.3364, 13.6356, 1.2425], [-2.9856, 13.6347, 1.9262], [-8.9400, 11.2086, 4.8686], [-9.7938, 10.8192, 4.6798], [-9.0949, 12.1527, 4.8385]], "forces_ev_per_a": [[0.45, -0.52, 0.19], [-0.18, 0.07, 1.04], [-1.22, -0.24, -0.74], [0.69, 1.21, -0.88], [0.72, 0.94, -0.02], [1.30, 0.85, 0.27], [-0.12, 0.86, -0.45], [0.99, -1.35, -0.30], [-2.68, -1.56, 0.76], [0.31, -0.31, 0.48], [0.36, -1.05, -0.15], [-0.17, 0.10, -1.67], [-0.01, -0.32, -0.66], [0.49, 0.59, 0.99], [0.28, -0.14, -0.29], [-0.17, 0.45, -0.22], [0.15, 0.00, 0.07], [-0.17, -0.08, -0.31], [-0.22, 0.14, -0.10], [0.30, -0.26, 0.72], [-0.17, -0.02, 0.79], [-0.14, -0.14, -0.07], [0.10, 0.00, 0.52], [-0.56, 0.79, -0.49], [-0.25, 0.30, 0.28], [-0.16, -0.04, 0.15], [1.16, 0.12, 0.97], [1.56, -1.46, -0.42], [-0.31, -1.35, 1.15], [-0.38, 0.44, -1.01], [-0.39, 0.26, 1.04], [-1.63, 1.36, -1.04], [-0.15, 0.10, -0.08], [-0.24, 0.02, 0.41], [0.40, -0.22, -0.09], [-0.17, 0.37, 0.60], [-0.09, 0.17, 0.08], [0.39, -0.31, -0.18], [0.39, 0.36, 0.00], [0.33, -0.08, -0.30], [-0.33, -0.20, -0.89], [-0.35, -0.06, 0.00], [-0.19, 0.46, -0.28], [-0.60, 1.17, -0.55], [1.14, -0.07, -0.41], [-1.78, 0.46, -0.78], [-0.63, -0.44, 0.01], [1.72, 0.03, 0.46], [-0.49, 0.02, 0.62], [0.63, 0.67, 0.09], [-0.09, -0.75, 0.24], [-0.09, 0.61, 0.23], [0.05, -0.16, 0.04], [1.05, -1.00, -0.18], [0.15, -0.41, 0.52], [-1.02, -0.64, -0.08], [0.38, 0.49, -0.54], [-0.42, -0.03, 0.45], [-0.14, -0.09, 0.10], [0.16, 0.15, -0.19], [0.49, -1.97, -0.34], [-1.63, 1.12, -0.88], [-1.11, -0.88, 1.38], [0.78, 0.30, -0.37], [0.51, 0.51, -0.63], [0.15, -0.43, -0.31], [-0.01, 0.15, -0.33], [0.11, -0.03, 0.35], [-0.29, -0.17, 0.20], [0.16, 1.02, 0.34], [-0.27, 0.27, 0.23], [0.45, -0.13, -0.04], [0.06, 0.16, -0.23], [-0.24, 0.05, 0.60], [0.04, -0.24, 0.09], [0.51, 0.00, -0.32], [0.40, 0.19, 0.13], [0.49, -1.83, -1.25], [0.73, -0.03, 3.30], [-0.10, -0.74, -0.51], [0.52, 1.28, 0.53], [-0.43, 0.14, -1.29], [-0.12, 2.17, 0.96], [-0.03, 0.18, 0.03], [-0.19, 0.80, 0.30], [-0.32, -0.58, 0.03], [-0.12, -0.54, -1.32], [-0.17, -0.39, 0.50], [0.19, -0.14, -0.36], [-0.22, -0.26, -0.18], [-0.06, -0.12, -0.52], [0.19, -0.13, -0.11], [0.02, 0.58, 0.16], [-0.21, -0.32, -0.05], [-0.13, -0.54, 0.30], [-0.48, 0.23, -0.29], [0.21, 0.05, 0.08], [0.53, -0.35, -0.08], [-0.23, -0.11, -0.04], [-0.09, 0.48, 0.04]], "total_energy_ev": -57120.3034, "spin_multiplicity": 1, "gap_ev": 6.89}